Formula: C30H34Ge2N5Pd
Source: the Open Molecules 2025 dataset
Level of theory: the ωB97M-V functional and the def2-TZVPD basis

Frontier orbital gap (spin up / spin down): 5.244 / 5.783 eV
LUMO (spin up / spin down): -0.32 / -0.37 eV
Expectation value of S²: 0.759

Geometry as ORCA input:
```
! RIJCOSX wB97M-V def2-TZVPD def2/J DEFGRID3
* xyz 0 2
Pd 1.4411 -0.3948 -0.0546
C -0.4110 -0.1885 4.1607
C -0.6403 1.1793 4.2205
C 0.0644 1.9970 3.3617
C 0.9634 1.4314 2.4602
N 1.1921 0.1092 2.4084
C 0.5146 -0.6641 3.2471
C 1.6776 2.2479 1.4715
C 1.8830 3.6144 1.6173
C 2.4949 4.3179 0.5848
C 2.9706 3.6272 -0.5118
C 2.8559 2.2349 -0.5401
N 2.1487 1.5844 0.4073
C 3.5282 1.4023 -1.5329
C 4.5214 1.8965 -2.3897
C 5.1118 1.0501 -3.3057
C 4.7238 -0.2863 -3.3354
C 3.7804 -0.7121 -2.4135
N 3.1940 0.0971 -1.5448
H -0.9325 -0.8708 4.8141
H -1.3534 1.6015 4.9129
H -0.1084 3.0594 3.3487
H 0.7297 -1.7241 3.1851
H 1.5857 4.1230 2.5189
H 2.6083 5.3896 0.6420
H 3.4339 4.1500 -1.3339
H 4.8367 2.9270 -2.3310
H 5.8681 1.4188 -3.9852
H 5.1605 -0.9785 -4.0409
H 3.4795 -1.7515 -2.3590
C -1.5466 -4.2186 -0.9888
Ge -2.0234 -2.8262 0.3948
C -4.0137 -2.9934 0.6287
C -1.3240 -3.6342 2.1030
Ge -0.8925 -0.6286 -0.1803
C -1.8368 0.8267 0.7960
C -1.3624 2.1152 0.5823
C -1.9278 3.2032 1.2170
C -2.9699 3.0135 2.1087
C -3.4490 1.7364 2.3408
C -2.8844 0.6553 1.6876
C -1.5637 -0.2545 -2.0218
C -2.5345 -1.0144 -2.6570
C -2.9558 -0.7116 -3.9396
C -2.4312 0.3842 -4.6029
C -1.4822 1.1712 -3.9714
C -1.0415 0.8375 -2.7043
H -2.2271 -5.0626 -0.9180
H -0.5386 -4.5988 -0.8410
H -1.6084 -3.8218 -1.9984
H -4.2588 -4.0290 0.8487
H -4.5546 -2.6956 -0.2630
H -4.3637 -2.3824 1.4541
H -1.7503 -4.6204 2.2595
H -1.5943 -3.0139 2.9519
H -0.2429 -3.7494 2.0993
H -0.5325 2.2601 -0.1019
H -1.5427 4.1975 1.0337
H -3.4011 3.8583 2.6265
H -4.2682 1.5866 3.0297
H -3.2524 -0.3444 1.8768
H -2.9652 -1.8609 -2.1371
H -3.6894 -1.3377 -4.4281
H -2.7557 0.6212 -5.6073
H -1.0756 2.0348 -4.4803
H -0.2671 1.4309 -2.2270
N 3.0582 -3.0094 0.0261
N 1.6853 -2.6878 -0.2050
H 3.1713 -3.9227 0.4696
H 3.4555 -2.2959 0.6410
H 1.0433 -3.0326 0.5183
H 1.3899 -3.0745 -1.1027
*
```


Formula: C30H41N3S4Tc
Source: the Open Molecules 2025 dataset
Level of theory: the ωB97M-V functional and the def2-TZVPD basis

ΔE to the lowest compared entry with this formula, charge and spin: 51.1 kcal/mol
Frontier orbital gap (spin up / spin down): 5.051 / 6.284 eV
LUMO (spin up / spin down): -7.17 / -7.09 eV
Expectation value of S²: 0.794

Geometry as ORCA input:
```
! RIJCOSX wB97M-V def2-TZVPD def2/J DEFGRID3
* xyz 2 2
Tc 0.3160 -0.1619 0.2478
C 1.2815 -2.4482 -2.6459
C 0.2076 -3.3098 -1.9955
S -1.2185 -2.3892 -1.3619
C -2.2816 -2.2301 -2.8387
C -1.8189 -1.3037 -3.9668
S -0.9387 0.1127 -3.2556
C -0.8288 1.3111 -4.6273
C 0.6031 1.8668 -4.8392
S 1.6770 1.8685 -3.3657
C 2.6379 0.3732 -3.7315
C 3.1697 -0.3753 -2.5169
S 1.9571 -1.2557 -1.4751
H 0.8767 -1.8918 -3.4878
H 2.1216 -3.0608 -2.9771
H 0.6079 -3.8506 -1.1387
H -0.1567 -4.0430 -2.7141
H -3.2325 -1.8917 -2.4298
H -2.4282 -3.2392 -3.2227
H -2.6801 -0.9462 -4.5284
H -1.1576 -1.8342 -4.6514
H -1.5101 2.1254 -4.3972
H -1.1850 0.8183 -5.5305
H 0.5553 2.9012 -5.1701
H 1.1272 1.3041 -5.6087
H 3.4947 0.6875 -4.3288
H 2.0232 -0.2845 -4.3424
H 3.7273 0.2859 -1.8542
H 3.8509 -1.1581 -2.8494
C 3.0913 3.1444 -0.0678
C 2.2406 4.2273 -0.1960
C 0.8724 4.0099 -0.2611
C 0.3895 2.7219 -0.1908
N 1.2179 1.6709 -0.0556
C 2.5399 1.8817 0.0026
C -1.0490 2.3593 -0.2556
C -2.0683 3.2646 -0.4357
C -3.3793 2.8086 -0.4977
C -3.6276 1.4533 -0.3975
C -2.5594 0.5993 -0.2114
N -1.3027 1.0436 -0.1292
H 4.1641 3.2710 -0.0223
H 2.6371 5.2353 -0.2363
H 0.1891 4.8431 -0.3544
H 3.1574 1.0024 0.1265
H -1.8484 4.3203 -0.5253
H -4.1963 3.5090 -0.6187
H -4.6317 1.0567 -0.4564
H -2.6916 -0.4684 -0.1103
C -0.1559 2.2570 3.1451
C 0.8218 1.3819 3.9378
C 2.2256 1.3117 3.3277
C 0.2715 -0.0018 4.2134
C 0.1155 -0.3524 5.5387
C -0.3407 -1.6094 5.9092
C -0.6718 -2.5451 4.9412
C -0.5713 -2.2603 3.5924
C -1.0545 -3.3360 2.6342
C 0.0085 -3.8527 1.6567
C -2.3489 -2.8978 1.9331
C -0.0860 -0.9660 3.2087
N -0.0136 -0.6950 1.8660
H 0.2685 3.2555 3.0019
H -1.0993 2.3679 3.6836
H -0.3762 1.8265 2.1739
H 0.9415 1.8567 4.9108
H 2.2235 0.7591 2.3931
H 2.9152 0.8073 4.0079
H 2.6101 2.3195 3.1437
H 0.3736 0.3686 6.3063
H -0.4408 -1.8602 6.9593
H -1.0340 -3.5201 5.2442
H -1.3158 -4.1837 3.2657
H 0.2668 -3.1144 0.9042
H -0.3734 -4.7388 1.1428
H 0.9236 -4.1377 2.1802
H -2.1659 -2.0607 1.2631
H -3.0998 -2.5933 2.6662
H -2.7605 -3.7214 1.3457
*
```


Formula: C58H70BiN10O2
Source: the Open Molecules 2025 dataset
Level of theory: the ωB97M-V functional and the def2-TZVPD basis

ΔE to the lowest compared entry with this formula, charge and spin: 2.7 kcal/mol
Frontier orbital gap: 5.432 eV
LUMO: 1.83 eV

Geometry as ORCA input:
```
! RIJCOSX wB97M-V def2-TZVPD def2/J DEFGRID3
* xyz -1 1
Bi 0.2984 -0.1321 -0.2101
O -1.2603 0.8753 -1.7731
C -3.8040 1.0859 -1.6090
C -4.1601 2.5074 -1.7730
C -5.0293 2.9073 -0.8106
C -5.5658 2.1619 0.3294
C -5.2116 0.9423 0.9216
C -4.0723 0.1667 0.7045
C -3.6043 -0.9678 1.4180
N -2.4137 -1.4039 1.2193
C -1.9758 -2.6223 1.8489
C -1.3301 -3.5182 0.7909
N -0.0029 -3.0242 0.4721
C 0.9636 -3.8295 0.6282
C 2.3827 -3.5290 0.4363
C 3.2351 -4.6118 0.1896
C 4.5897 -4.4569 -0.0228
C 5.1204 -3.1620 0.0425
C 4.3135 -2.0820 0.3185
C 2.9120 -2.2128 0.5360
O 2.2132 -1.1675 0.8391
H -3.7710 3.1574 -2.5441
H -5.4383 3.9103 -0.9141
H -6.4286 2.6398 0.7813
H -5.8693 0.6110 1.7245
H -4.2893 -1.4731 2.1169
H -2.7871 -3.1662 2.3568
H -1.2051 -2.3859 2.5892
H -1.9466 -3.4505 -0.1105
H -1.3144 -4.5663 1.1230
H 0.7529 -4.8695 0.9239
H 2.7972 -5.6063 0.1578
H 5.2227 -5.3117 -0.2235
H 6.1813 -3.0073 -0.1270
H 4.7171 -1.0766 0.3773
C 1.0884 6.3241 1.2604
C 0.8481 5.1817 2.2539
C 0.1582 4.0166 1.6148
C -1.1617 3.7329 1.5834
C -2.2656 4.4552 2.2880
C -2.5916 3.8058 3.6382
C -1.3288 2.5295 0.7455
N -0.0629 2.1283 0.3276
C 0.8300 2.9901 0.8072
C 2.2009 2.8889 0.5601
C 2.7852 1.9442 -0.2858
C 4.1990 1.9757 -0.6556
C 5.2058 2.9107 -0.0651
C 5.6513 2.4554 1.3302
C 4.4056 0.9839 -1.5471
C 3.1343 0.3056 -1.7448
C 2.9602 -0.7678 -2.5516
C 1.7499 -1.4867 -2.7886
N 0.5833 -1.1589 -2.1863
C -0.3771 -2.0125 -2.6087
C -1.7911 -1.9422 -2.3132
C -2.6942 -1.0415 -1.8794
N -2.4645 0.3422 -1.4698
C -3.1507 0.8527 -0.2226
C -2.5408 1.9938 0.5064
C -4.7419 0.0147 -2.0618
C -4.1247 -1.1784 -2.1055
C -4.7420 -2.4959 -2.4791
C -4.7142 -2.7950 -3.9831
C -6.0865 0.2458 -2.7076
C -7.2864 0.7396 -1.8970
C 0.1988 -2.9465 -3.4966
C 1.5509 -2.6102 -3.6090
C 2.6106 -3.3033 -4.4118
C 3.4609 -4.2467 -3.5491
C -0.4990 -4.0677 -4.2085
C -0.9954 -3.6658 -5.6008
N 2.1708 0.9267 -0.9368
C 5.6718 0.6709 -2.2794
C 5.7839 1.4557 -3.5910
H 1.6998 7.1151 1.6995
H 0.1389 6.7581 0.9419
H 1.5961 5.9509 0.3694
H 0.2506 5.5419 3.0947
H 1.8069 4.8571 2.6689
H -3.1637 4.4607 1.6660
H -1.9803 5.4995 2.4354
H -2.9671 2.7909 3.4930
H -3.3523 4.3779 4.1733
H -1.7031 3.7367 4.2688
H 2.8545 3.6222 1.0134
H 4.7863 3.9186 -0.0020
H 6.0734 2.9771 -0.7258
H 4.7909 2.3419 1.9924
H 6.3431 3.1704 1.7814
H 6.1500 1.4855 1.2718
H 3.8347 -1.1090 -3.0926
H -2.2895 -2.8617 -2.6023
H -3.3278 2.5051 1.0450
H -5.7695 -2.5173 -2.1132
H -4.2148 -3.2902 -1.9446
H -5.3922 -2.1364 -4.5274
H -5.0094 -3.8273 -4.1842
H -3.7145 -2.6431 -4.3919
H -6.3751 -0.7069 -3.1529
H -5.9224 0.9297 -3.5474
H -7.4184 0.1523 -0.9875
H -8.1873 0.6403 -2.5091
H -7.1842 1.7797 -1.6055
H 3.2575 -2.5611 -4.8879
H 2.1459 -3.8710 -5.2224
H 3.8380 -3.7301 -2.6638
H 4.3117 -4.6451 -4.1087
H 2.8605 -5.0878 -3.1964
H -1.3413 -4.4261 -3.6104
H 0.1890 -4.9130 -4.3012
H -1.6958 -2.8310 -5.5334
H -1.4955 -4.4963 -6.1055
H -0.1602 -3.3384 -6.2234
H 5.7249 -0.3994 -2.4890
H 6.5260 0.9034 -1.6391
H 4.9676 1.1913 -4.2650
H 6.7305 1.2531 -4.0959
H 5.7181 2.5282 -3.3992
C 1.7815 0.5606 3.2961
N 0.5227 -0.1891 3.3643
C -0.5484 0.7256 3.7564
N -0.2826 1.3577 5.0605
C 0.9946 2.0747 4.9522
N 2.1080 1.1947 4.5856
C 2.2030 0.1361 5.5924
N 0.9629 -0.6421 5.7141
C 0.6623 -1.2170 4.3908
C -0.1197 0.2905 6.0510
H 1.6984 1.3367 2.5341
H 2.5808 -0.1193 3.0024
H -1.4905 0.1737 3.8132
H -0.6477 1.5055 2.9995
H 1.2158 2.5456 5.9138
H 0.8945 2.8515 4.1894
H 2.4326 0.5837 6.5629
H 3.0142 -0.5395 5.3142
H -0.2675 -1.7848 4.4659
H 1.4674 -1.8957 4.1015
H 0.0939 0.7397 7.0244
H -1.0554 -0.2689 6.1207
*
```


Formula: C3H6N
Source: the Open Molecules 2025 dataset
Level of theory: the ωB97M-V functional and the def2-TZVPD basis

ΔE to the lowest compared entry with this formula, charge and spin: 50.2 kcal/mol
Frontier orbital gap: 11.215 eV
SMILES: C[N+]1=CC1
LUMO: -5.57 eV

Geometry as ORCA input:
```
! RIJCOSX wB97M-V def2-TZVPD def2/J DEFGRID3
* xyz 1 1
C 1.3681 0.1019 -0.0538
N 0.0183 0.0397 -0.1933
C -1.1438 0.4625 -0.6127
C -1.2027 -0.5050 0.4794
H 1.5365 0.6832 0.8278
H 2.0444 0.5649 -0.8899
H 1.6882 -0.9484 0.1452
H -1.5991 1.2629 -1.2706
H -1.2830 -0.2144 1.5487
H -1.4270 -1.4472 0.0192
*
```